1.
ORCA calculation (wB97M-V/def2-TZVPD) on a structure of composition C25H37N2PbS.

Its total charge is +1. The calculation puts the HOMO energy (spin up / spin down) at -9.84 / -9.82 eV. The calculation puts the gap between HOMO and LUMO (spin up / spin down) at 5.558 / 4.784 eV.

Each line ends with the natural charge from an NBO analysis.
Geometry (Å):
1 Pb -0.19386 0.63036 0.50982  1.478
2 S -0.87876 -1.07972 2.97538  -0.309
3 N 0.52827 -0.62934 5.23930  -0.578
4 N 0.13662 1.20847 3.87577  -0.604
5 C 0.07502 -2.87598 -0.21482  -0.170
6 C -1.43339 -2.93788 -2.30358  -0.679
7 C 3.08430 -0.85793 -1.06223  -0.643
8 C -0.03227 -0.11028 4.11302  0.345
9 C -3.16155 0.42837 -2.69859  -0.667
10 C -0.23273 -2.49561 -1.54108  0.093
11 C -3.79961 2.83810 -2.23848  -0.658
12 C 1.91529 1.35871 5.47130  -0.429
13 C -3.47366 1.20444 -0.39599  -0.213
14 C 0.82420 -1.69443 -2.02245  0.049
15 C 1.77453 -1.55033 -0.98179  -0.176
16 C 0.29960 2.42910 -3.60652  -0.251
17 C -2.64755 0.18508 0.19378  -0.735
18 C 0.02516 2.55714 -2.25379  -0.232
19 C 1.35929 0.15206 6.18120  -0.217
20 C 1.29662 -2.26549 0.14525  0.142
21 C -0.68871 -3.81443 0.63835  -0.643
22 C 2.18618 2.14005 -1.58934  -0.256
23 C 0.89269 1.76404 -1.37965  -0.484
24 C 1.65632 2.33001 -3.99149  -0.217
25 C 1.99247 -2.42013 1.44068  -0.694
26 C -3.89256 1.37432 -1.71515  0.096
27 C 2.61192 2.34151 -2.98472  -0.251
28 C 0.74773 2.10486 4.86579  -0.221
29 C 0.95833 -1.12031 -3.38942  -0.674
30 H -3.35949 2.91933 -3.23106  0.220
31 H 3.90666 -1.57773 -1.20789  0.226
32 H 0.72373 0.46736 7.02087  0.205
33 H -2.96299 0.88769 -3.67081  0.222
34 H -0.57223 2.43903 -4.30177  0.225
35 H -0.91499 -3.37472 1.61681  0.225
36 H 0.00690 2.35592 5.64027  0.203
37 H 3.64612 2.66165 -3.19643  0.232
38 H 1.82861 2.32868 -5.03377  0.228
39 H -0.95651 3.07473 -2.23545  0.233
40 H -2.42494 -0.73191 -0.39282  0.231
41 H 1.27530 -0.07103 -3.34296  0.251
42 H 2.92400 2.22419 -0.75839  0.228
43 H -1.44672 -4.03557 -2.39691  0.242
44 H -4.79167 3.24373 -2.31879  0.237
45 H -1.43951 -2.51495 -3.31557  0.224
46 H -1.63065 -4.09838 0.15639  0.224
47 H 2.45940 1.99795 6.16495  0.245
48 H 0.00365 -1.15521 -3.93025  0.219
49 H 1.04301 3.02244 4.35148  0.225
50 H 1.70699 -1.67586 -3.98071  0.245
51 H -3.88197 1.89023 0.37753  0.208
52 H -0.10827 -4.73221 0.81721  0.224
53 H 2.38651 -3.44234 1.54908  0.251
54 H -3.21348 3.57386 -1.64739  0.217
55 H -2.36873 -2.64139 -1.80097  0.223
56 H -2.79303 -0.00969 1.26528  0.243
57 H -0.53985 1.60587 3.22012  0.409
58 H 2.83103 -1.72249 1.53442  0.222
59 H 0.29691 -1.57610 5.44139  0.429
60 H 2.13802 -0.51113 6.56765  0.228
61 H -3.83658 -0.41182 -2.81057  0.232
62 H -2.20284 0.04134 -2.34845  0.209
63 H 1.30484 -2.24106 2.27934  0.249
64 H 3.30112 -0.29402 -0.14368  0.204
65 H 3.11968 -0.15658 -1.90258  0.239
66 H 2.61206 1.04539 4.68386  0.221

=====

2.
ORCA calculation (wB97M-V/def2-TZVPD) on a structure of composition C25H37O2Sr.

Its total charge is -1. The calculation puts the HOMO energy (spin up / spin down) at -0.63 / -1.16 eV. The calculation puts the gap between HOMO and LUMO (spin up / spin down) at 3.086 / 3.569 eV.

Each line ends with the natural charge from an NBO analysis.
Geometry (Å):
1 Sr 0.53573 -1.24641 -0.56372  0.999
2 O -0.48773 0.99520 -2.23861  -0.601
3 O 0.08104 -1.82382 -3.56933  -0.599
4 C 1.53134 -3.10821 -5.03202  -0.435
5 C -1.02891 2.27558 -2.79093  0.288
6 C 0.81986 -1.89303 6.21051  -0.592
7 C 2.10881 1.58830 0.13327  -0.417
8 C 0.45821 2.77317 -3.11081  -0.462
9 C -0.50924 0.13168 6.78082  -0.590
10 C -1.92306 1.72695 -3.94842  -0.635
11 C -1.06262 -0.81174 3.38982  0.058
12 C 0.73734 0.96263 1.83903  -0.332
13 C 1.62034 0.35186 5.57532  -0.590
14 C -2.45989 -0.09273 0.05598  -0.338
15 C -2.34140 -1.55506 0.05203  -0.466
16 C 0.78272 1.68874 0.63247  -0.406
17 C 0.38513 -0.51793 5.70749  -0.092
18 C 1.97135 0.26401 2.01231  -0.411
19 C 0.67894 -2.13440 -5.97338  -0.435
20 C -1.81922 3.10870 -1.76689  -0.640
21 C -0.37086 -0.67697 4.38423  -0.096
22 C -0.09983 -1.24498 -5.01026  -0.069
23 C 1.21186 -2.72739 -3.62966  -0.137
24 C -2.10502 -0.80359 2.30165  -0.354
25 C -1.99011 -1.95013 1.33659  -0.419
26 C 0.85418 1.34131 -2.75369  -0.101
27 C -2.13338 0.37263 1.31297  -0.309
28 C 2.83440 0.70576 0.96596  -0.368
29 H -1.47601 1.18706 -4.80867  0.210
30 H -1.16586 -1.20243 -5.27043  0.192
31 H 1.26682 -4.13891 -5.25445  0.212
32 H 3.92173 0.52111 0.84446  0.200
33 H -0.03441 1.07130 2.57516  0.220
34 H -2.47453 2.49520 -4.48945  0.196
35 H 1.08891 0.65987 -3.59623  0.163
36 H 2.56272 -2.94891 -5.35268  0.216
37 H -2.91727 0.45273 -0.77798  0.191
38 H 2.24403 -0.34583 2.87346  0.200
39 H -0.78588 1.16194 6.50302  0.211
40 H -0.03368 -2.50764 6.49809  0.207
41 H 0.04590 0.18128 7.73001  0.192
42 H 2.03905 -2.19057 -3.17839  0.173
43 H -0.09645 -2.65983 -6.54686  0.204
44 H 1.36340 1.38314 5.32137  0.216
45 H -1.40738 -0.48274 6.92640  0.209
46 H -2.51136 2.50106 -1.20946  0.239
47 H 2.56007 2.20682 -0.67106  0.188
48 H -1.21125 3.66609 -1.04921  0.224
49 H 1.40923 -2.37689 5.42274  0.219
50 H 2.09808 0.33806 6.55807  0.187
51 H 1.66170 1.21957 -2.00733  0.227
52 H 0.83276 3.01857 -4.12114  0.206
53 H -2.67299 1.02919 -3.53695  0.228
54 H 1.26762 -1.55284 -6.72116  0.210
55 H 2.31064 -0.06036 4.83537  0.221
56 H 0.98366 -3.56948 -3.00246  0.203
57 H 0.28594 -0.22200 -4.91214  0.179
58 H 0.02971 2.40736 0.30146  0.195
59 H -2.56746 -2.19744 -0.80574  0.204
60 H 0.86509 3.56556 -2.41919  0.220
61 H 1.46742 -1.80243 7.08802  0.190
62 H -2.41331 3.90878 -2.23522  0.206
63 H -3.07809 -0.85450 2.84786  0.191
64 H -1.94281 1.39770 1.59915  0.197
65 H -1.79571 -2.95971 1.73884  0.204

=====

What energy above the lowest of the compared OMol25 structures with the same formula, charge and spin values result from the calculations? In sequence: 0.0 161.6 kJ/mol.
What E values result from the calculations? In sequence: -45575.791 -31448.679 eV.